Entry 1:
The following is a quantum chemistry calculation of a structure of composition C28H27BrCoN11S, from OMol25.

Geometry (Å):
Co1 0.44838 0.17122 0.25739
C1 -3.55651 -2.01280 -3.76310
C2 -3.56466 -2.69557 -2.40281
N1 -3.25522 -1.78138 -1.29956
C3 -2.00390 -1.33472 -1.07174
S1 -1.87293 -0.14470 0.30100
N2 -0.97796 -1.78961 -1.72257
N3 0.25259 -1.53326 -1.34990
C4 1.64347 0.18008 -2.20424
C5 2.18790 0.98005 -3.39058
C6 2.76617 0.06931 -1.19421
C7 4.07352 -0.22240 -1.57194
C8 5.04513 -0.35214 -0.60191
C9 4.69990 -0.17830 0.73377
C10 3.38624 0.09205 1.03366
N4 2.43777 0.20410 0.09128
H1 -3.82046 -2.73098 -4.54221
H2 -2.56405 -1.61230 -3.97996
H3 -4.28107 -1.19600 -3.79200
H4 -2.83253 -3.49944 -2.37574
H5 -4.54110 -3.12562 -2.18607
H6 -4.00261 -1.21032 -0.94230
H7 1.39251 1.41371 -3.98363
H8 2.78426 0.34884 -4.05275
H9 2.81610 1.79145 -3.01676
H10 4.32029 -0.34167 -2.61819
H11 6.06605 -0.58370 -0.87894
H12 5.43266 -0.25822 1.52485
H13 3.07248 0.23505 2.06061
N5 0.34200 3.78895 2.57144
C11 0.27583 3.34142 1.30947
N6 0.32258 2.03088 1.32680
C12 0.42412 1.73549 2.65562
N7 0.43878 2.77498 3.45011
C13 0.52064 0.32803 3.06474
C14 0.59742 -0.10432 4.37966
N8 0.68349 -1.39501 4.68673
C15 0.69061 -2.25735 3.67420
C16 0.62094 -1.84055 2.35492
N9 0.53853 -0.54608 2.05239
H14 0.31690 4.73798 2.90728
H15 0.17816 3.97263 0.43753
H16 0.59149 0.61779 5.18866
H17 0.75478 -3.31112 3.91732
H18 0.63864 -2.53525 1.52336
Br1 -5.24214 5.64037 2.68418
C17 -4.33604 4.30194 1.70712
C18 -4.28354 3.00865 2.19118
C19 -3.60238 2.02625 1.48498
C20 -2.95829 2.33084 0.28338
C21 -3.02838 3.64314 -0.19576
C22 -3.71966 4.61892 0.50963
N10 -2.18747 1.39400 -0.43765
C23 -1.80976 1.58205 -1.76048
C24 -0.62335 1.05539 -2.31896
C25 -0.83246 0.67102 -3.67185
C26 -0.29367 -0.44546 -4.35674
C27 0.56841 -1.37886 -3.87796
C28 1.16391 -1.31260 -2.52049
N11 0.47613 0.79983 -1.54993
H19 -4.77696 2.75775 3.12138
H20 -3.58752 1.01939 1.87987
H21 -2.52823 3.90633 -1.11977
H22 -3.77257 5.62932 0.12297
H23 -2.58170 1.94741 -2.43049
H24 -1.64204 1.19301 -4.17087
H25 -0.65419 -0.58843 -5.37113
H26 0.87884 -2.19003 -4.52686
H27 1.98110 -2.02860 -2.42733

Force components x, y, z for each atom (eV/Å):
Co -0.16 -0.07 -0.33
C 0.06 0.05 -0.01
C 0.00 0.07 0.00
N 0.04 -0.02 -0.24
C -0.06 0.02 0.30
S 0.65 0.40 -0.43
N -0.10 -0.03 -0.02
N -0.15 -0.02 0.00
C -0.24 -0.17 0.15
C 0.06 -0.01 -0.04
C -0.11 -0.06 0.05
C 0.08 0.02 -0.04
C 0.06 -0.01 -0.01
C 0.06 0.00 0.00
C -0.10 0.12 -0.01
N 0.00 -0.18 -0.08
H 0.01 0.04 0.05
H -0.13 -0.05 0.03
H 0.02 -0.03 -0.01
H 0.03 -0.03 0.02
H -0.01 -0.01 0.02
H -0.06 -0.01 0.06
H -0.01 -0.01 -0.02
H -0.03 0.04 0.03
H -0.04 -0.02 -0.03
H -0.01 -0.01 0.06
H -0.03 0.02 0.01
H -0.02 0.01 -0.03
H -0.03 -0.03 -0.02
N -0.02 0.16 0.04
C -0.13 0.13 0.00
N 0.06 -0.20 0.37
C 0.01 -0.33 -0.03
N -0.02 0.09 -0.19
C -0.04 0.27 -0.02
C 0.02 -0.12 0.17
N -0.02 0.14 -0.08
C 0.00 0.03 0.12
C 0.03 -0.07 -0.17
N 0.05 -0.27 0.41
H -0.01 0.04 -0.02
H 0.04 -0.06 0.11
H -0.01 -0.07 -0.02
H 0.01 0.04 -0.01
H -0.01 0.02 0.03
Br -0.01 0.00 0.00
C -0.02 0.07 0.00
C 0.04 -0.16 0.00
C -0.01 -0.06 -0.01
C 0.04 0.05 -0.07
C 0.00 0.08 0.00
C 0.09 -0.04 -0.14
N -0.24 -0.18 0.28
C 0.10 0.05 -0.12
C 0.06 -0.09 0.38
C 0.05 -0.11 -0.25
C -0.03 0.14 -0.02
C 0.02 -0.05 0.05
C 0.02 0.20 0.06
N 0.06 0.36 -0.52
H 0.03 0.00 -0.04
H 0.00 0.03 0.01
H -0.03 -0.02 0.04
H 0.02 -0.06 0.01
H -0.02 -0.08 0.08
H 0.06 -0.03 -0.01
H 0.00 0.03 0.03
H -0.04 0.05 0.06
H 0.08 0.00 0.00

Charge   +1
HOMO (alpha / beta)   -8.88 / -9.54 eV
Spin multiplicity   4
Largest force on an atom   0.9 eV Å⁻¹
E   -164361.8633 eV
<S²>   3.8415


Entry 2:
The following is a quantum chemistry calculation of a cluster of 3 separate species, C36H68N2O4S2 in total in a non-equilibrium geometry, from OMol25.

Geometry (Å):
C1 9.16447 0.02346 1.48620
C2 7.66204 -0.37257 1.02966
C3 7.43016 0.20194 -0.47199
C4 6.86085 -0.94395 -1.47732
C5 5.43427 -0.51744 -2.09702
C6 5.13289 -1.48290 -3.34426
C7 4.10987 -2.69692 -3.00906
C8 4.16749 -3.19856 -1.48982
C9 3.05395 -4.36643 -1.33698
C10 1.74883 -3.86089 -0.51302
C11 0.78640 -5.12596 -0.32272
C12 -0.67905 -4.77238 0.24175
C13 -1.26160 -3.37543 -0.28903
C14 -2.67279 -3.13659 0.43950
C15 -3.92701 -3.58783 -0.47722
C16 -4.07876 -2.74925 -1.84282
C17 -5.32742 -1.71021 -1.76466
C18 -4.81401 -0.17562 -1.71368
C19 -3.97844 0.12688 -0.34951
C20 -3.99838 1.70720 -0.11035
C21 -2.74163 2.29964 0.70530
N1 -3.38499 2.89473 1.92183
C22 -2.49283 3.41926 2.71589
S1 -1.51976 3.55337 4.06825
C23 -1.40644 1.44686 0.85425
C24 -0.46224 1.66727 -0.45957
S2 -0.27730 0.01735 -1.33758
C25 1.07694 2.05326 -0.09459
O1 2.04245 1.51147 -1.02472
C26 2.13064 2.32917 -2.22230
C27 2.62948 1.35061 -3.41212
N2 -1.18595 2.74809 -1.17340
C28 -2.20402 3.43189 -0.33623
O2 -2.60810 4.61129 -0.42812
H1 9.91014 -0.56116 0.84959
H2 9.30957 1.15834 1.36680
H3 9.26799 -0.26339 2.58611
H4 7.60823 -1.52249 1.00485
H5 6.85810 0.06360 1.71077
H6 6.74159 1.12030 -0.45963
H7 8.46174 0.55803 -0.84601
H8 6.81158 -1.97292 -0.99404
H9 7.59521 -0.99288 -2.36408
H10 5.57724 0.56068 -2.48347
H11 4.59692 -0.46723 -1.32978
H12 4.62625 -0.82761 -4.14357
H13 6.08774 -1.88153 -3.84443
H14 4.46975 -3.58032 -3.65842
H15 3.03409 -2.44924 -3.34168
H16 3.90590 -2.39768 -0.71939
H17 5.18949 -3.67814 -1.33243
H18 3.47509 -5.33575 -0.89465
H19 2.67168 -4.60517 -2.39082
H20 1.29761 -3.01557 -1.14048
H21 2.08301 -3.39999 0.47362
H22 1.28151 -5.79055 0.47407
H23 0.76020 -5.73694 -1.29620
H24 -0.76233 -4.86147 1.38393
H25 -1.38286 -5.58822 -0.17401
H26 -0.56495 -2.53526 0.04707
H27 -1.43864 -3.40422 -1.41154
H28 -2.67908 -3.82583 1.36685
H29 -2.79818 -2.07600 0.85982
H30 -3.91826 -4.71413 -0.70149
H31 -4.86456 -3.40025 0.16146
H32 -4.33142 -3.51956 -2.66320
H33 -3.11034 -2.21916 -2.16677
H34 -6.01411 -1.91129 -0.87922
H35 -5.96257 -1.90194 -2.70767
H36 -4.03761 -0.09465 -2.56382
H37 -5.63985 0.58256 -1.90409
H38 -4.52914 -0.42273 0.49872
H39 -2.95063 -0.32534 -0.52124
H40 -4.14149 2.31892 -1.07730
H41 -4.94162 1.93044 0.51239
H42 -1.49965 0.30085 0.92845
H43 -0.67091 1.66739 1.69646
H44 0.56085 -0.75012 -0.53675
H45 1.33188 1.57545 0.92458
H46 1.21882 3.18147 0.05114
H47 2.82469 3.23358 -2.10347
H48 1.10452 2.75189 -2.52440
H49 3.66727 1.64968 -3.80861
H50 2.76376 0.29854 -2.96019
H51 1.86009 1.23634 -4.24121
H52 -0.63865 3.55939 -1.49155
C29 -9.86513 1.47460 -1.44018
C30 -9.38469 2.89382 -1.22977
C31 -7.89042 2.69922 -1.06254
O3 -7.53195 1.55016 -1.84336
C32 -8.73077 0.87436 -2.24745
H53 -10.82954 1.40741 -1.94624
H54 -9.94831 0.96403 -0.47513
H55 -9.58598 3.49009 -2.12566
H56 -9.84727 3.39302 -0.37686
H57 -7.63078 2.49009 -0.01914
H58 -7.31458 3.56485 -1.39764
H59 -8.86985 1.05096 -3.31950
H60 -8.62045 -0.19988 -2.08298
C33 1.81408 4.15361 6.33011
C34 3.01610 3.96927 7.23034
C35 3.01071 2.47037 7.45986
O4 2.45148 1.87293 6.28242
C36 1.86730 2.90289 5.47482
H61 1.84151 5.07280 5.74259
H62 0.89791 4.15778 6.93004
H63 3.92670 4.26254 6.69787
H64 2.96354 4.54254 8.15734
H65 2.37309 2.20021 8.30838
H66 4.01149 2.06912 7.63499
H67 2.51053 3.04775 4.59972
H68 0.87960 2.58583 5.13239

Force components x, y, z for each atom (eV/Å):
C -1.24 -0.07 0.39
C 0.80 0.40 -0.94
C 0.31 -0.88 0.27
C -0.10 1.37 -0.30
C 1.45 -0.04 -0.75
C -1.35 0.59 -0.25
C 0.97 -0.01 -0.18
C -0.95 -1.21 -0.75
C -0.51 0.60 -0.05
C 0.94 -0.71 -0.83
C 0.19 0.41 0.97
C -0.41 -0.55 -1.30
C -0.52 -0.32 1.54
C -0.26 -1.03 0.17
C 0.09 0.71 0.56
C -0.97 -0.61 0.14
C 0.43 0.54 -0.77
C 0.89 -0.91 -0.23
C -1.31 0.00 -1.28
C -0.41 -0.82 0.22
C -0.05 0.78 -2.08
N 5.76 2.72 2.69
C -2.16 -2.98 0.91
S -2.17 0.32 -3.41
C 1.44 -1.63 -0.02
C 0.31 0.54 1.61
S -0.70 -0.19 -0.74
C 0.20 -0.20 1.10
O -0.88 2.04 0.25
C -0.14 -0.39 -1.63
C 0.44 -0.42 0.76
N -0.87 1.88 1.27
C -0.61 0.62 0.52
O 1.82 -4.17 -0.08
H -0.95 0.93 0.90
H -0.05 -1.77 0.19
H 0.21 0.45 -1.45
H -0.15 1.79 0.17
H 1.22 -0.75 -0.67
H 0.92 -1.40 -0.02
H -1.64 -0.52 0.43
H 0.09 1.38 -0.51
H -1.17 -0.13 1.29
H -0.27 -1.61 0.52
H 1.07 -0.25 -0.97
H 0.72 -1.05 1.00
H -1.28 0.60 1.08
H -0.82 1.20 0.98
H 1.60 -0.25 0.69
H 0.75 -0.97 -1.12
H -1.23 0.98 0.11
H -0.57 1.44 -0.47
H 0.57 0.08 1.44
H 0.37 -1.24 0.85
H -0.53 -0.70 -1.07
H -0.58 0.79 -1.29
H -0.15 1.05 1.38
H 0.41 0.42 -1.67
H 0.93 1.14 0.77
H -0.88 -1.16 -0.84
H 0.63 0.21 1.36
H -0.08 1.10 -1.30
H 0.13 -1.46 -0.96
H 0.32 1.63 0.40
H 1.26 -0.38 -0.99
H 0.48 1.27 1.12
H -1.45 -0.70 0.64
H 1.00 0.11 -0.97
H 0.89 0.60 1.38
H -1.23 0.12 1.09
H 1.05 -1.16 0.46
H 1.06 0.90 -1.01
H -1.24 0.76 0.50
H 0.39 -1.26 1.27
H 1.59 -0.22 -0.91
H -0.55 1.90 -0.01
H -1.61 0.42 -0.53
H -0.55 1.31 -0.23
H -0.46 0.58 -1.58
H -0.36 -1.35 -0.38
H -0.79 -1.35 0.15
H 1.36 -0.73 0.57
H -1.74 -0.30 0.42
H -0.26 1.66 -0.60
H 1.09 0.41 1.01
H 0.17 -0.99 -0.42
C -0.22 -0.30 0.26
C -0.12 0.40 -0.17
C 0.31 -0.02 0.18
O -0.48 0.20 0.08
C 0.16 -0.09 -0.32
H 0.08 -0.01 0.01
H -0.02 0.01 -0.08
H 0.02 0.00 0.08
H 0.06 -0.03 -0.05
H -0.02 0.10 0.03
H 0.05 -0.12 -0.01
H -0.07 -0.07 0.00
H 0.12 0.06 -0.01
C -0.42 0.19 0.04
C 0.41 0.18 0.03
C -0.10 -0.30 0.14
O -0.01 0.33 0.06
C 0.15 -0.22 -0.22
H -0.01 -0.08 0.02
H 0.04 0.03 -0.07
H -0.04 -0.01 0.07
H 0.00 -0.06 -0.05
H 0.07 0.04 0.07
H -0.08 -0.07 -0.07
H -0.08 0.07 -0.06
H 0.13 -0.12 0.04

Charge   0
HOMO   -9.03 eV
SMILES   CCCCCCCCCCCCCCCCCCCC[C@@]1(N=C=S)C[C@](S)(COCC)NC1=O.C1CCOC1.C1CCOC1
Largest force on an atom   6.9 eV Å⁻¹
E   -71267.3149 eV